[1]
C5H7NO | wB97M-V/def2-TZVPD

* F_max: 0.0380 hartree/bohr
* HOMO level: -8.3 eV

Geometry (Å):
C1 -2.254 0.759 -0.747
C2 -1.047 -0.032 -0.269
C3 0.234 0.577 -0.195
C4 1.114 -0.295 0.412
N1 2.498 -0.313 0.757
C5 0.791 -1.515 0.926
O1 -1.150 -1.228 0.127
H1 -3.023 0.103 -1.164
H2 -1.961 1.500 -1.501
H3 -2.698 1.308 0.092
H4 0.448 1.595 -0.494
H5 2.753 0.169 1.603
H6 3.139 -0.196 -0.011
H7 1.155 -2.433 0.464

***

[2]
C7H10 | wB97M-V/def2-TZVPD

* F_max: 0.0551 hartree/bohr
* HOMO level: -8.7 eV
* SMILES: C[C@@H]1[C@@H]2C=CC[C@H]12

Geometry (Å):
C1 0.649 1.837 -0.055
C2 -0.714 1.165 0.054
C3 -0.979 -0.181 -0.606
C4 0.100 -1.163 -1.077
C5 0.738 -1.629 0.225
C6 0.388 -0.823 1.227
C7 -0.867 -0.119 0.886
H1 0.803 2.258 -1.059
H2 0.768 2.658 0.663
H3 1.457 1.120 0.120
H4 -1.537 1.875 -0.073
H5 -1.948 -0.223 -1.107
H6 0.865 -0.706 -1.724
H7 -0.354 -1.974 -1.655
H8 1.302 -2.542 0.338
H9 0.718 -0.742 2.257
H10 -1.389 -0.809 1.586

***

[3]
C20H60O10 | wB97M-V/def2-TZVPD

* F_max: 0.0525 hartree/bohr
* HOMO level: -9.7 eV
* SMILES: CCO.CCO.CCO.CCO.CCO.CCO.CCO.CCO.CCO.CCO

Geometry (Å):
C1 0.176 16.461 -15.601
C2 1.114 17.647 -15.530
O1 2.458 17.163 -15.265
H1 -0.866 16.786 -15.722
H2 0.166 15.809 -14.732
H3 0.385 15.965 -16.553
H4 0.870 18.291 -14.676
H5 1.134 18.230 -16.446
H6 2.411 16.673 -14.434
C3 -4.235 19.015 -14.885
C4 -4.189 17.520 -14.753
O2 -5.534 16.991 -14.698
H7 -5.084 19.408 -14.334
H8 -4.324 19.343 -15.926
H9 -3.288 19.444 -14.553
H10 -3.847 17.284 -13.728
H11 -3.517 16.946 -15.394
H12 -5.464 16.066 -14.447
C5 -1.468 14.840 -11.873
C6 -2.332 14.975 -10.673
O3 -3.598 14.364 -10.982
H13 -1.896 15.240 -12.796
H14 -1.187 13.798 -12.037
H15 -0.527 15.400 -11.815
H16 -2.469 16.021 -10.374
H17 -1.865 14.465 -9.821
H18 -4.180 14.468 -10.224
C7 2.601 21.497 -14.254
C8 3.430 20.564 -13.415
O4 4.811 20.554 -13.805
H19 2.832 22.537 -14.027
H20 1.532 21.315 -14.112
H21 2.818 21.357 -15.316
H22 3.057 19.531 -13.437
H23 3.425 20.855 -12.363
H24 4.831 20.096 -14.658
C9 3.439 14.690 -11.358
C10 2.910 14.000 -12.614
O5 2.651 14.916 -13.664
H25 3.644 15.749 -11.535
H26 4.402 14.283 -11.046
H27 2.732 14.629 -10.533
H28 1.989 13.455 -12.364
H29 3.591 13.194 -12.907
H30 2.986 14.584 -14.508
C11 -0.435 11.619 -15.827
C12 -0.828 13.035 -16.232
O6 -1.167 13.148 -17.598
H31 -0.277 11.536 -14.754
H32 0.435 11.294 -16.398
H33 -1.254 10.953 -16.114
H34 -0.077 13.785 -15.991
H35 -1.676 13.344 -15.595
H36 -2.008 12.708 -17.749
C13 2.491 16.251 -20.129
C14 1.177 16.592 -19.457
O7 0.825 17.964 -19.635
H37 2.789 15.223 -19.903
H38 3.269 16.906 -19.722
H39 2.442 16.398 -21.205
H40 1.245 16.398 -18.380
H41 0.357 16.016 -19.881
H42 1.486 18.492 -19.167
C15 4.142 14.485 -17.875
C16 3.385 13.262 -17.386
O8 2.438 13.588 -16.379
H43 5.055 14.639 -17.299
H44 3.492 15.360 -17.859
H45 4.473 14.382 -18.915
H46 4.077 12.542 -16.946
H47 2.922 12.737 -18.229
H48 1.638 13.918 -16.801
C17 6.724 18.866 -16.527
C18 5.547 18.106 -15.939
O9 4.341 18.872 -16.126
H49 6.394 19.475 -17.369
H50 7.524 18.195 -16.822
H51 7.087 19.591 -15.792
H52 5.704 17.870 -14.882
H53 5.417 17.135 -16.437
H54 3.633 18.375 -15.665
C19 3.666 21.619 -19.171
C20 3.674 20.125 -19.259
O10 2.794 19.548 -18.308
H55 4.288 22.051 -19.958
H56 4.075 21.929 -18.209
H57 2.657 22.014 -19.297
H58 4.700 19.791 -19.054
H59 3.412 19.786 -20.262
H60 3.286 19.351 -17.501

***

We obtain E_LUMO values of 0.724, 1.127, 0.441 eV for the records listed above, in that order.
We obtain relative energy (zero: lowest compared OMol25 entry of this formula, charge and spin) values of 3.830, 2.640, 1.044 eV for the records listed above, in that order.
We obtain orbital gap values of 8.987, 9.876, 10.126 eV for the records listed above, in that order.